[1]
64
Properties=species:S:1:pos:R:3 method="wB97M-V/def2-TZVPD" e_homo_ev=-7.95 gap_ev=10.0 total_charge=-1
O -1.8187 -2.1405 1.8770
C -1.1465 -1.5203 1.1254
O -0.4557 -0.4192 1.3967
B 0.0585 0.1503 0.1379
O -0.2201 -0.8740 -0.8859
C -0.9087 -1.8472 -0.3694
O -1.2614 -2.8902 -0.8457
O 1.5075 0.4393 0.3282
C 1.6656 1.7402 0.3311
O 2.7059 2.3025 0.5331
C 0.3273 2.3996 0.0031
O -0.5420 1.4405 -0.2137
O 0.1464 3.5755 -0.0209
O 0.4626 -2.9466 3.4580
H -0.4817 -3.1370 3.4181
H 0.5036 -2.0362 3.7851
O -3.9477 -4.0452 2.7791
H -4.4335 -3.2555 2.5151
H -3.6989 -4.4591 1.9430
O -1.8985 -1.7509 -3.7069
H -1.5617 -2.2068 -2.9181
H -2.2285 -2.4605 -4.2671
O 0.6037 5.7642 1.8275
H 0.9929 6.3675 1.1870
H 0.4772 4.9401 1.3297
O -2.0908 -3.0765 5.0162
H -2.7634 -3.1323 4.3243
H -1.9771 -3.9795 5.3305
O 4.4990 4.0737 -0.9172
H 5.2875 3.5288 -1.0014
H 3.9055 3.5641 -0.3396
O -1.3005 -5.6362 0.0013
H -0.8879 -6.0287 0.7782
H -1.0595 -4.6955 0.0393
O 0.2824 4.6794 -3.2476
H -0.3641 4.7026 -2.5316
H 1.1200 4.8897 -2.8201
O 1.7652 -2.4550 -2.3655
H 1.9191 -3.3665 -2.0934
H 1.2221 -2.0840 -1.6593
O 1.1364 -0.1611 3.0172
H 0.9296 0.0402 2.0961
H 0.9733 0.6650 3.4890
O -1.0861 6.2799 -0.8771
H -1.4748 5.4707 -0.5174
H -1.8115 6.7255 -1.3286
O 0.2077 0.2632 -4.1742
H 0.9973 0.2550 -3.6187
H -0.1397 -0.6387 -4.1393
O -1.8972 0.5255 4.2108
H -2.0618 -0.2125 3.6079
H -2.1972 0.2108 5.0706
O -2.5954 0.9524 -2.8021
H -2.4625 0.1032 -3.2634
H -1.7985 1.0714 -2.2769
O 3.7725 1.8130 3.2551
H 3.8430 2.1528 2.3519
H 3.6066 0.8696 3.1458
O 2.8419 1.6569 -3.6278
H 3.5533 1.1833 -4.0724
H 3.0814 1.6260 -2.6937
O -0.3675 -4.7088 -3.2402
H -0.3172 -5.1751 -4.0822
H -1.1384 -5.0830 -2.7919


[2]
131
Properties=species:S:1:pos:R:3 method="wB97M-V/def2-TZVPD" e_homo_ev="-10.30 / -8.63" gap_ev="8.1 / 5.4" total_charge=+1
K -0.5783 0.1311 -0.2948
O -0.0902 1.5633 1.4851
S -0.1496 2.5789 2.5931
C -1.6578 2.1385 3.5389
C -2.8829 2.0261 2.6459
C -3.6821 0.7408 2.8697
C -4.7541 0.5694 1.8035
S -4.0304 0.0337 0.1666
O -2.6750 0.6141 0.0688
C -5.0535 1.1527 -0.8123
C -6.3571 0.8236 -1.1403
C -7.1156 1.7174 -1.8800
C -6.5730 2.9304 -2.2768
C -5.2664 3.2502 -1.9415
C -4.5018 2.3545 -1.2154
C -0.7600 4.0668 1.7752
C -0.7039 4.1484 0.3957
C -1.0964 5.3172 -0.2366
C -1.5310 6.3982 0.5134
C -1.5695 6.3149 1.8973
C -1.1739 5.1514 2.5354
H -1.7510 2.8909 4.3183
H -1.3954 1.1867 3.9998
H -2.5537 2.0139 1.6097
H -3.5320 2.8935 2.7801
H -4.1523 0.7558 3.8558
H -3.0104 -0.1191 2.8359
H -5.3228 1.4852 1.6522
H -5.4371 -0.2431 2.0514
H -6.7737 -0.1205 -0.8174
H -8.1360 1.4736 -2.1385
H -7.1709 3.6302 -2.8431
H -4.8446 4.1997 -2.2384
H -3.4767 2.5752 -0.9542
H -0.3495 3.3030 -0.1781
H -1.0501 5.3820 -1.3146
H -1.8324 7.3096 0.0194
H -1.9058 7.1582 2.4826
H -1.1906 5.0953 3.6149
C 5.3797 1.1628 -5.5621
C 4.9205 2.1539 -4.7088
C 4.0547 1.8284 -3.6828
C 3.6296 0.5129 -3.5029
C 4.1016 -0.4794 -4.3557
C 4.9744 -0.1488 -5.3805
P 2.3718 0.2850 -2.1787
C 2.1459 -1.5252 -2.2808
C 1.0480 -2.1483 -2.8603
C 0.9746 -3.5317 -2.8915
C 1.9862 -4.2976 -2.3351
C 3.0745 -3.6812 -1.7326
C 3.1526 -2.3014 -1.7050
C 0.9501 0.9706 -3.1265
C 0.8107 0.7972 -4.5077
C -0.1860 1.4760 -5.1839
C -1.0313 2.3403 -4.5046
C -0.9149 2.4902 -3.1277
C 0.0688 1.7946 -2.4572
H 6.0552 1.4124 -6.3661
H 5.2379 3.1770 -4.8464
H 3.6855 2.5909 -3.0069
H 3.7907 -1.5081 -4.2288
H 5.3350 -0.9196 -6.0467
H 0.2563 -1.5555 -3.2962
H 0.1315 -4.0106 -3.3712
H 1.9407 -5.3765 -2.3903
H 3.8657 -4.2779 -1.3007
H 4.0044 -1.8093 -1.2508
H 1.4852 0.1508 -5.0555
H -0.2897 1.3459 -6.2523
H -1.7870 2.8928 -5.0455
H -1.5845 3.1682 -2.6125
N 0.2389 -3.7845 0.9293
C -1.0684 -3.6144 1.2241
S -1.5344 -2.3135 2.1354
N -1.8692 -4.6062 0.7588
C -3.2585 -4.7766 0.7228
C -3.7266 -6.0153 0.2795
C -5.0824 -6.2608 0.1757
C -5.9991 -5.2782 0.5189
C -5.5357 -4.0422 0.9357
C -4.1791 -3.7808 1.0327
H 0.8982 -3.0908 1.2457
H 0.5718 -4.5480 0.3645
H -1.3695 -5.3963 0.3725
H -3.0248 -6.7929 0.0049
H -5.4247 -7.2210 -0.1823
H -7.0606 -5.4739 0.4664
H -6.2395 -3.2642 1.1965
H -3.8390 -2.8091 1.3422
C -2.9843 -3.7293 -2.4203
C -2.7890 -2.2365 -2.3485
O -1.8634 -1.7399 -1.7340
C -3.7762 -1.4105 -3.0808
C -5.0437 -1.8980 -3.4036
C -5.9327 -1.1195 -4.1208
C -5.5714 0.1565 -4.5268
C -4.3197 0.6533 -4.1958
C -3.4284 -0.1185 -3.4730
H -2.0879 -4.2380 -2.0754
H -3.2194 -4.0456 -3.4342
H -3.8123 -4.0106 -1.7699
H -5.3484 -2.8814 -3.0797
H -6.9075 -1.5128 -4.3699
H -6.2599 0.7589 -5.1032
H -4.0386 1.6489 -4.5055
H -2.4490 0.2647 -3.2215
Ge 2.0118 0.1798 1.7487
C 3.9676 0.1416 1.3831
C 4.7734 1.2605 1.2527
C 6.1515 1.1205 1.1974
C 6.7239 -0.1404 1.2532
C 5.9161 -1.2622 1.3601
C 4.5407 -1.1195 1.4237
C 1.8554 0.4366 3.7030
C 1.0247 -0.3977 4.4437
C 0.9374 -0.2661 5.8206
C 1.6707 0.7138 6.4725
C 2.4944 1.5580 5.7423
C 2.5847 1.4178 4.3678
H 1.6552 -1.3606 1.6411
H 4.3241 2.2434 1.1909
H 6.7790 1.9972 1.1135
H 7.7987 -0.2484 1.2113
H 6.3510 -2.2512 1.3985
H 3.8996 -1.9874 1.5205
H 0.4499 -1.1629 3.9347
H 0.2997 -0.9349 6.3834
H 1.6062 0.8138 7.5473
H 3.0712 2.3258 6.2400
H 3.2416 2.0681 3.8022